(1)
Molecular formula: C37H47N4Ti
Method: DFT, the ωB97M-V functional and the def2-TZVPD basis

orbital gap: 5.6 eV
HOMO: -9.726 eV

The geometry in ORCA input format:
```
! RIJCOSX wB97M-V def2-TZVPD def2/J DEFGRID3
* xyz 1 1
Ti 0.04299 0.07758 0.06277
C 1.09073 -3.46106 5.21928
C 0.33125 -3.97110 3.99181
C 0.68321 -3.21597 2.75039
C 1.58393 -3.55197 1.78169
C 2.45415 -4.76427 1.70688
C 3.86933 -4.49609 2.22729
C 1.59075 -2.47520 0.82995
C 2.37324 -2.43412 -0.30061
C 2.42641 -1.39387 -1.20985
C 3.26972 -1.36606 -2.36805
C 4.16342 -2.48201 -2.80442
C 3.39938 -3.58154 -3.54691
C 3.05634 -0.16241 -2.98178
C 2.08575 0.53704 -2.19288
C 1.61962 1.80908 -2.46421
C 0.70086 2.50713 -1.71317
N 0.07980 2.02383 -0.57710
C -0.74056 3.04143 -0.14753
C -1.54850 2.98673 0.97389
C -1.64113 1.92867 1.84933
N -0.93400 0.75219 1.73475
C -1.29443 0.00509 2.83352
C -0.79390 -1.24335 3.13113
C 0.14696 -1.93344 2.38963
N 0.70310 -1.48743 1.21320
C -2.25359 0.71540 3.64716
C -2.47189 1.91424 3.03111
C -3.31367 3.08905 3.42936
C -2.50784 4.13813 4.20005
C -2.78986 0.10739 4.91166
C -3.79402 0.91375 5.72364
C -0.63665 4.17609 -1.01851
C 0.25297 3.84090 -1.99811
C 0.73737 4.69212 -3.12722
C 2.05388 5.39758 -2.79065
C -1.40545 5.45078 -0.87112
C -2.82122 5.34055 -1.44364
N 1.69657 -0.22876 -1.11373
C 3.66100 0.34997 -4.24918
C 2.74404 0.13833 -5.45679
H 0.80844 -4.02294 6.10899
H 2.16744 -3.56245 5.08193
H 0.88035 -2.40614 5.40153
H 0.54568 -5.02971 3.83947
H -0.74469 -3.90507 4.16946
H 1.99786 -5.56971 2.28393
H 2.50003 -5.12269 0.67573
H 3.84734 -4.18609 3.27218
H 4.48478 -5.39194 2.15241
H 4.35335 -3.70099 1.65838
H 3.01564 -3.28352 -0.48750
H 4.94756 -2.08215 -3.44866
H 4.67540 -2.90590 -1.93719
H 2.92118 -3.18537 -4.44312
H 4.07223 -4.38357 -3.84860
H 2.61746 -4.01138 -2.91899
H 2.02092 2.30458 -3.33754
H -2.14624 3.86107 1.18685
H -1.15400 -1.72097 4.03060
H -3.74441 3.54005 2.53291
H -4.15888 2.75939 4.02617
H -1.66343 4.49809 3.61014
H -3.13066 4.99338 4.46067
H -2.10476 3.71758 5.12194
H -3.24109 -0.85583 4.65337
H -1.93491 -0.13356 5.55152
H -4.73253 1.05106 5.18769
H -4.02189 0.38118 6.64613
H -3.40453 1.89329 5.99908
H 0.85873 4.08287 -4.02578
H -0.02673 5.43227 -3.37002
H 2.83740 4.67534 -2.55683
H 2.39161 6.00849 -3.62710
H 1.93433 6.04573 -1.92190
H -1.44872 5.73783 0.18193
H -0.86510 6.25210 -1.37726
H -3.38950 4.55730 -0.93950
H -3.36267 6.27913 -1.33095
H -2.78855 5.09174 -2.50495
H 3.89669 1.41146 -4.14277
H 4.61406 -0.15229 -4.42032
H 1.78666 0.64288 -5.31772
H 3.20438 0.52672 -6.36466
H 2.53879 -0.92180 -5.60787
C -1.48696 -0.71739 -0.99259
H -1.89907 -1.55890 -0.43038
H -1.11047 -1.05409 -1.96167
H -2.24707 0.05616 -1.12805
*
```

Results of the Mulliken charge analysis, in e, for atoms 1 through 4: 1.3897, -1.0336, -1.3481, 0.6455

(2)
Molecular formula: C37H48CuN4O
Method: DFT, the ωB97M-V functional and the def2-TZVPD basis

orbital gap (spin up / spin down): 4.7 / 4.2 eV
HOMO (spin up / spin down): -2.560 / -2.086 eV

The geometry in ORCA input format:
```
! RIJCOSX wB97M-V def2-TZVPD def2/J DEFGRID3
* xyz -1 1
Cu -0.31597 0.15401 0.15725
C 1.67552 5.48965 -2.59866
C 0.17510 5.19550 -2.45907
C -0.04765 3.70997 -2.23343
C -0.30688 2.81936 -3.22453
C -0.45961 3.03506 -4.71085
C -1.87655 2.94434 -5.28242
C -0.44100 1.56171 -2.63059
C -0.61184 0.37889 -3.30059
C -0.72517 -0.87052 -2.65694
C -0.79007 -2.10475 -3.46542
C -0.64123 -2.25408 -4.95696
C -2.00167 -1.96145 -5.73304
C -0.87794 -3.10661 -2.52379
C -0.86638 -2.45283 -1.23590
C -0.89676 -3.19225 -0.05320
C -0.62489 -2.60798 1.24339
N -0.27586 -1.27577 1.50487
C 0.05298 -1.23701 2.86731
C 0.42155 0.01293 3.51525
C 0.65723 1.15329 2.81161
N 0.37625 1.42984 1.47144
C 0.67005 2.75736 1.35692
C 0.46431 3.52857 0.22053
C 0.00271 2.99620 -0.95961
N -0.22473 1.65225 -1.25814
C 1.19934 3.32801 2.54441
C 1.20532 2.32173 3.50905
C 1.63430 2.32007 4.96389
C 0.50079 2.70989 5.88793
C 1.57085 4.82205 2.65421
C 2.46728 5.29180 3.80685
C 0.03527 -2.48903 3.40595
C -0.36000 -3.34462 2.37416
C -0.52009 -4.86165 2.40286
C -1.96515 -5.34498 2.31157
C 0.49534 -2.89432 4.75000
C -0.70910 -3.07766 5.71546
N -0.75033 -1.10255 -1.33126
C -1.03278 -4.59967 -2.78475
C -2.48301 -5.03171 -2.92699
H 1.78189 6.48932 -3.07423
H 2.13985 4.73618 -3.25671
H 2.31389 5.43409 -1.67969
H -0.33436 5.56224 -3.37776
H -0.19066 5.78199 -1.58998
H 0.11424 2.21940 -5.17260
H 0.03228 3.96101 -5.05574
H -2.38617 2.07356 -4.88347
H -1.81213 2.80880 -6.38024
H -2.50466 3.81448 -5.05816
H -0.45289 0.27283 -4.33135
H -0.22123 -3.20618 -5.22406
H 0.13125 -1.55671 -5.29626
H -2.88396 -2.47599 -5.33606
H -1.88804 -2.27507 -6.80093
H -2.19540 -0.85739 -5.69366
H -0.74539 -4.27060 -0.16924
H 0.81717 -0.04217 4.49837
H 0.61924 4.55937 0.32127
H 2.56523 2.83504 5.12365
H 1.89039 1.29313 5.22512
H 0.07966 3.70477 5.59981
H 0.74760 2.74819 6.96440
H -0.25655 1.96582 5.71877
H 0.67473 5.43974 2.74906
H 2.07194 5.05540 1.73925
H 1.88238 5.39795 4.77223
H 2.79991 6.31269 3.48048
H 3.31197 4.66940 3.92177
H -0.05992 -5.25316 3.33085
H 0.00789 -5.40767 1.62529
H -2.61457 -4.87249 3.08975
H -1.98616 -6.42384 2.40224
H -2.32534 -5.08935 1.29532
H 1.14316 -2.18712 5.22860
H 1.02389 -3.83737 4.67279
H -1.38191 -2.16735 5.62930
H -0.35394 -3.16587 6.72597
H -1.26886 -3.91458 5.38087
H -0.46190 -5.06259 -1.95698
H -0.47465 -4.78657 -3.70616
H -3.04767 -4.80693 -2.03472
H -2.56533 -6.09199 -3.09586
H -2.89835 -4.41571 -3.75340
C 2.46749 -1.93779 -0.60789
O 2.95055 -1.87775 -1.94966
H 3.07294 -2.72768 -0.14153
H 1.38974 -2.15333 -0.56121
H 2.74140 -1.01552 -0.05922
H 2.73980 -1.05970 -2.39716
*
```

Results of the Mulliken charge analysis, in e, for atoms 1 through 4: -0.9604, -1.0981, -0.7109, 1.0624

(3)
Molecular formula: C37H48IrN7O4Sb
Method: DFT, the ωB97M-V functional and the def2-TZVPD basis

energy relative to the best compared isomer or geometry (same formula, charge and spin): 0.000 eV
<S²>: 6.026
orbital gap (spin up / spin down): 5.8 / 5.1 eV
HOMO (spin up / spin down): -8.372 / -9.958 eV

The geometry in ORCA input format:
```
! RIJCOSX wB97M-V def2-TZVPD def2/J DEFGRID3
* xyz 1 5
Ir 0.38437 -0.28519 0.76873
C 5.57568 -4.58241 1.76659
C 4.73184 -3.43454 1.29094
C 5.19479 -2.12269 1.33674
C 4.38492 -1.07012 0.95537
C 3.08153 -1.28050 0.50293
N 2.23509 -0.18748 0.24135
C 2.77091 0.97900 -0.32868
C 3.68326 0.87753 -1.38482
C 4.19733 1.99576 -2.00103
C 3.80860 3.27444 -1.59732
C 4.34605 4.49726 -2.28256
C 2.89014 3.38082 -0.56570
C 2.37955 2.25870 0.07852
N 1.49779 2.48211 1.17375
C 1.45165 3.57211 1.97617
C 0.42481 3.40091 2.86854
C -0.12386 2.15501 2.55128
N 0.53125 1.61285 1.53563
C 2.62625 -2.60641 0.41422
C 3.44157 -3.65194 0.82326
N 1.35896 -2.94724 -0.13905
C 1.02947 -4.07520 -0.81313
C -0.29624 -3.99511 -1.15206
C -0.72807 -2.76000 -0.65528
N 0.27884 -2.14396 -0.05403
H 6.62810 -4.30823 1.80336
H 5.46748 -5.45009 1.11673
H 5.27511 -4.88672 2.77101
H 6.19685 -1.91950 1.69214
H 4.75042 -0.05434 1.02698
H 3.97219 -0.11008 -1.71954
H 4.89760 1.88128 -2.81857
H 5.41834 4.40427 -2.45248
H 4.16698 5.39610 -1.69574
H 3.87205 4.62959 -3.25683
H 2.54247 4.36273 -0.27379
H 2.15430 4.37761 1.86258
H 0.11472 4.07869 3.64319
H -0.95170 1.63177 2.99967
H 3.05841 -4.66341 0.78265
H 1.76440 -4.83200 -1.02151
H -0.87470 -4.71948 -1.69601
H -1.69562 -2.28580 -0.69913
O -3.35032 -1.85885 5.18698
C -2.12377 -1.78620 5.67201
O -1.87360 -1.90451 6.84156
C -0.99942 -1.56063 4.70509
C 0.31821 -1.58392 5.10946
N 1.07307 -1.30918 4.03291
N 0.32565 -1.10354 2.94414
C -0.93738 -1.24788 3.33153
C -2.00661 -0.99554 2.30509
O -3.17333 -1.26014 2.54815
O -1.58724 -0.47258 1.20310
H -3.37851 -1.70096 4.20790
H 0.73294 -1.77684 6.08444
H 2.07587 -1.25081 3.97254
C -5.05229 4.04940 -0.41471
C -4.05663 3.48112 0.59162
C -4.76087 2.51533 1.54183
C -3.39085 4.60822 1.37709
Sb -2.55150 2.21862 -0.37978
C -1.47277 3.44814 -1.85408
C -0.45814 2.47262 -2.44638
C -2.39675 3.96761 -2.95038
C -0.74522 4.60366 -1.17356
C -4.70502 -0.34701 -2.07490
C -5.66848 0.59538 -2.70340
C -3.44539 -0.68938 -2.78928
C -5.04635 -1.13044 -0.85765
H -5.88443 4.53006 0.11392
H -5.47816 3.27059 -1.05100
H -4.59719 4.80451 -1.05488
H -5.56356 3.03635 2.07502
H -4.07796 2.10548 2.29161
H -5.20756 1.67234 1.00928
H -4.12054 5.08580 2.04224
H -2.99780 5.38263 0.71847
H -2.57067 4.24476 2.00270
H -0.94784 1.66406 -2.99438
H 0.17263 2.01849 -1.67206
H 0.20675 2.99355 -3.14658
H -2.98474 3.16372 -3.39942
H -1.81106 4.43202 -3.75391
H -3.08562 4.72361 -2.57605
H -0.13359 4.25767 -0.33354
H -1.43742 5.35527 -0.79560
H -0.07466 5.10464 -1.88506
H -5.17976 1.52775 -3.01228
H -6.48891 0.84733 -2.03048
H -6.11618 0.17611 -3.61629
H -3.36616 -0.18166 -3.75206
H -3.36939 -1.76962 -2.97622
H -2.55818 -0.41281 -2.19719
H -6.04605 -0.90113 -0.48854
H -4.34078 -0.94079 -0.03583
H -5.00325 -2.21151 -1.04995
*
```

Results of the Mulliken charge analysis, in e, for atoms 1 through 4: 1.1411, -1.5420, 0.3791, -1.1797

(4)
Molecular formula: C37H48O3PS
Method: DFT, the ωB97M-V functional and the def2-TZVPD basis

orbital gap: 6.6 eV
HOMO: -10.730 eV

The geometry in ORCA input format:
```
! RIJCOSX wB97M-V def2-TZVPD def2/J DEFGRID3
* xyz 1 1
C 1.62149 -5.46023 -0.58483
C 0.69666 -4.68342 0.52677
O 0.50554 -3.24565 0.28265
P 0.21647 -2.88559 -1.39613
O -0.75568 -3.93294 -2.12740
C 1.82727 -2.52840 -2.39343
C 2.71567 -1.27458 -1.78762
C 3.25106 -1.50171 -0.25360
S 5.13591 -1.27257 -0.07302
O -0.68575 -1.35506 -1.41034
C -1.79209 -1.46476 -0.44547
C -3.11490 -0.77604 -1.19298
H 1.98858 -6.46843 -0.06431
H 0.96080 -5.80947 -1.51605
H 2.58551 -4.87611 -0.90032
H -0.31051 -5.28403 0.70208
H 1.28534 -4.76517 1.56169
H 1.46295 -2.17474 -3.47114
H 2.50627 -3.46627 -2.56100
H 2.12764 -0.24826 -1.93043
H 3.68765 -1.17967 -2.46766
H 2.76161 -0.65833 0.42251
H 3.02130 -2.55660 0.20108
H 5.65873 -2.44838 -0.70012
H 5.35407 -1.52085 1.31315
H -2.04680 -2.58926 -0.23903
H -1.47357 -0.90820 0.53446
H -2.83875 -0.69249 -2.35132
H -3.33334 0.29926 -0.73142
H -4.01454 -1.50519 -0.99315
C 1.50301 1.00063 -6.70488
C 1.02847 -0.05518 -5.92716
C 0.11469 0.18835 -4.90222
C -0.33249 1.48777 -4.66124
C 0.13924 2.54304 -5.44145
C 1.06013 2.30075 -6.46037
H 2.21776 0.81090 -7.50136
H 1.37174 -1.06863 -6.11948
H -0.24975 -0.63360 -4.29206
H -1.04833 1.67707 -3.86572
H -0.21060 3.55539 -5.25458
H 1.43161 3.12387 -7.06441
C 7.27079 0.36049 4.59145
C 7.03417 0.13005 5.94632
C 5.74842 -0.18159 6.38738
C 4.70016 -0.27257 5.47119
C 4.93759 -0.04581 4.11580
C 6.22157 0.27498 3.67600
H 8.27231 0.60669 4.24855
H 7.85240 0.19420 6.65926
H 5.56307 -0.35448 7.44401
H 3.69906 -0.52023 5.81408
H 4.12088 -0.11835 3.40174
H 6.40507 0.45699 2.62073
C -7.83538 -1.40418 2.28655
C -6.67519 -0.63167 2.33083
C -5.45356 -1.18404 1.94701
C -5.39378 -2.50735 1.50906
C -6.55466 -3.27868 1.46122
C -7.77478 -2.72909 1.85390
H -8.78671 -0.97438 2.58900
H -6.72299 0.40155 2.66557
H -4.54865 -0.58389 1.98801
H -4.44265 -2.93649 1.20525
H -6.50816 -4.30943 1.11835
H -8.67804 -3.33198 1.82174
C -5.13747 2.09571 -2.57269
C -4.35717 2.29912 -3.71047
C -4.01010 3.59338 -4.09678
C -4.43557 4.68475 -3.33888
C -5.21273 4.48104 -2.19897
C -5.56758 3.18728 -1.81791
H -5.41061 1.08708 -2.27386
H -4.01993 1.44824 -4.29711
H -3.40773 3.75194 -4.98713
H -4.16109 5.69316 -3.63702
H -5.54284 5.33157 -1.60754
H -6.17766 3.02931 -0.93290
C 3.45888 2.96693 3.16985
C 2.51569 3.56000 2.33115
C 1.46743 4.30239 2.87412
C 1.36796 4.46007 4.25678
C 2.31336 3.87010 5.09526
C 3.35635 3.11993 4.55271
H 4.27377 2.38557 2.74649
H 2.59718 3.44281 1.25341
H 0.72886 4.75875 2.22069
H 0.55390 5.04267 4.67985
H 2.23661 3.99444 6.17266
H 4.08953 2.65586 5.20652
*
```

Results of the Mulliken charge analysis, in e, for atoms 1 through 4: -0.7992, -0.3320, -0.3619, 0.9782

(5)
Molecular formula: C37H49BrCrN2P2S
Method: DFT, the ωB97M-V functional and the def2-TZVPD basis

energy relative to the best compared isomer or geometry (same formula, charge and spin): 0.000 eV
<S²>: 6.066
orbital gap (spin up / spin down): 5.9 / 7.2 eV
HOMO (spin up / spin down): -13.123 / -13.126 eV

The geometry in ORCA input format:
```
! RIJCOSX wB97M-V def2-TZVPD def2/J DEFGRID3
* xyz 2 5
C -2.03218 -7.52875 -0.70242
C -2.55474 -6.55098 -1.59328
C -3.41752 -7.01584 -2.60679
C -3.71194 -8.38591 -2.70513
N -3.21096 -9.27518 -1.84829
C -2.38597 -8.87973 -0.87652
C -2.20243 -5.13439 -1.54683
C -1.62034 -4.04537 -1.64406
C -0.44751 -3.33049 -2.03001
C -0.09700 -2.40104 -1.01333
C 1.27235 -2.34733 -0.72325
C 2.26003 -2.60916 -1.70061
C 1.83069 -3.21007 -2.89108
C 0.49816 -3.67122 -3.00322
Cr -0.77905 -0.23073 -0.24989
P -1.56156 1.88123 1.06913
H -3.86338 -6.32684 -3.32133
H -1.36776 -7.26597 0.11999
H -4.37875 -8.75393 -3.49621
H -2.00077 -9.66309 -0.20775
H 0.15719 -4.27410 -3.85314
H -0.88852 -2.20847 -0.21304
H 2.48452 -3.34211 -3.74760
H 1.51966 -1.89471 0.21918
C -1.01065 3.68045 1.06930
C -2.04069 4.79849 1.31529
H -0.52617 3.83257 0.09487
H -0.20992 3.73544 1.81978
H -1.54497 5.78194 1.42965
H -2.74222 4.91251 0.47206
H -2.63121 4.63569 2.23098
C -3.33692 1.62636 0.70898
C -3.74614 0.18258 1.03844
H -3.53339 1.87766 -0.33775
H -3.91505 2.34177 1.29586
H -4.70312 -0.06232 0.55887
H -3.01954 -0.59312 0.70403
H -3.89080 0.05564 2.12323
C -1.60815 1.63326 2.89157
C -2.71590 2.25935 3.74163
H -0.62359 2.01413 3.20494
H -1.61495 0.54716 3.06795
H -2.79926 1.65888 4.65864
H -2.48468 3.28706 4.05168
H -3.70926 2.24990 3.27731
Br 3.86136 -1.71445 -1.37833
P -0.65804 1.84887 -3.35631
C -1.68747 2.66963 -2.09081
C -2.61247 3.77417 -2.59949
H -1.03807 3.06737 -1.30125
H -2.25471 1.82612 -1.67706
H -3.38285 4.01649 -1.84623
H -2.06103 4.70535 -2.80647
H -3.12213 3.47493 -3.52794
C 1.06065 2.32514 -2.95118
C 1.97950 2.35587 -4.18416
H 1.43344 1.63652 -2.17815
H 0.94966 3.33428 -2.51979
H 3.00390 2.62769 -3.89420
H 2.03459 1.38287 -4.69350
H 1.62842 3.10412 -4.90927
C -0.72739 0.07271 -3.01614
C -1.37689 -0.61945 -4.22100
H -1.38158 -0.15012 -2.11176
H 0.30181 -0.27454 -2.83015
H -1.28546 -1.70564 -4.12085
H -2.44566 -0.38210 -4.21550
H -0.97116 -0.32850 -5.20005
N 1.07026 0.07110 0.96504
S 1.59220 0.68801 2.45628
C 2.86133 -0.33452 3.20095
C 3.78359 -1.00782 2.40756
C 4.86512 -1.65662 3.00699
C 5.00779 -1.64018 4.39711
C 4.06744 -0.97300 5.19442
C 2.98671 -0.32273 4.60212
C 2.54986 2.24961 2.31029
C 2.47407 3.24486 3.30881
C 3.24917 4.40546 3.19981
C 4.10943 4.57315 2.10993
C 4.20731 3.57183 1.14370
C 3.43008 2.41289 1.24149
H 1.72465 0.61661 0.26185
H 3.67430 -0.99043 1.32600
H 5.59120 -2.16340 2.36954
H 5.85676 -2.15037 4.86471
H 4.18339 -0.95357 6.27692
H 2.26415 0.22177 5.20750
H 1.81583 3.11663 4.16958
H 3.18600 5.18736 3.95400
H 4.70069 5.48452 2.01280
H 4.88823 3.67923 0.30065
H 3.51632 1.63105 0.48971
*
```

Results of the Mulliken charge analysis, in e, for atoms 1 through 4: -0.3934, 0.5631, -0.4103, -0.3189

DFT total energy / Ha: -2506.5340; -3373.4466; -2467.2744; -2403.5333; -6247.4166